Entry 1:
29
Properties=species:S:1:pos:R:3:forces:R:3:lowdin_charge:R:1 method="wB97M-V/def2-TZVPD" multiplicity=1 homo_ev=-12.569 total_charge=+1 e_tot_ha=-9078.0448
C -1.991311 2.244551 -1.932898 0.3 0.0 0.0 -0.24
P -1.895387 1.123569 -0.493415 -0.6 0.2 0.9 0.90
O -2.993812 -0.043412 -0.830770 0.6 -0.4 -0.2 -0.30
C -0.229279 0.312409 -0.805127 0.1 0.1 -1.0 -0.37
C 0.193945 -0.087296 -2.246003 0.4 -1.0 -0.1 -0.15
C 0.687640 -1.555706 -2.146251 0.1 0.3 0.5 -0.12
C -0.183998 -2.098091 -1.025816 -0.5 0.0 -0.8 -0.10
N 0.020021 -0.992402 -0.034887 0.7 0.4 0.2 -0.14
S -0.545419 -1.281276 1.614392 -0.3 -0.7 0.1 0.61
O -1.930858 -1.467839 1.628493 -0.3 0.5 -0.2 -0.15
O 0.351637 -2.261335 2.074010 0.4 0.2 0.1 -0.19
F -0.145281 0.104984 2.136896 -0.3 -0.2 -0.2 -0.14
H -2.076600 3.252148 -1.535068 0.1 0.1 -0.1 0.04
H -2.915088 2.018920 -2.462527 -0.1 0.0 0.0 0.06
H -1.158954 2.194799 -2.631377 0.0 0.0 -0.1 0.04
H -2.813536 -0.570344 -1.620358 -0.4 0.2 -0.2 0.06
H 0.519149 1.010798 -0.434457 -0.1 0.1 0.3 0.12
H -0.601263 -0.074459 -2.987750 -0.2 0.4 0.2 0.12
H 1.018010 0.527373 -2.592374 -0.2 0.3 -0.1 0.12
H 1.726089 -1.560812 -1.805001 0.1 -0.2 -0.2 0.13
H 0.630525 -2.128007 -3.064126 -0.1 0.0 -0.1 0.13
H 0.027997 -3.086423 -0.635077 0.3 0.1 0.3 0.15
H -1.223612 -2.039373 -1.340454 -0.1 -0.2 0.2 0.13
H 1.037827 -0.979516 0.104222 0.0 -0.1 0.3 0.16
C 2.799122 1.543133 4.672704 0.0 0.1 0.0 -1.64
Br 3.353578 2.719029 3.255058 0.0 0.0 0.0 0.57
Br 2.288861 -0.184945 3.978709 0.2 -0.1 0.1 0.60
Br 4.131941 1.384022 6.035967 0.0 0.0 0.0 0.62
H 1.918058 1.975500 5.123284 0.0 0.0 0.0 -0.03

Entry 2:
24
Properties=species:S:1:pos:R:3:forces:R:3:lowdin_charge:R:1 method="wB97M-V/def2-TZVPD" multiplicity=1 homo_ev=-17.952 relative_energy_kj_mol=316.27 total_charge=+2 e_tot_ha=-3028.7738
C 0.559858 -1.105717 0.499901 4.0 2.4 2.6 -0.16
C 0.269622 0.411798 -1.262861 -0.8 2.2 0.9 -0.36
C 2.100671 0.103310 0.899622 -2.2 -2.1 -1.3 -0.44
C 1.300778 1.390469 0.751321 0.4 -0.9 2.4 -0.38
C 0.153140 1.458444 1.763401 -1.6 -0.1 -0.8 -0.01
C -1.025461 -1.622152 -1.324862 -0.6 2.1 -0.6 0.09
N 0.645989 1.418184 -0.515224 1.7 2.1 -3.3 0.14
N 0.017953 -0.763085 -0.638693 -2.1 -2.6 -1.4 0.00
N 0.344782 -2.095582 1.319375 -1.5 -0.8 -1.3 0.26
N -0.238008 0.732229 -2.460570 0.6 -1.7 -1.6 0.25
Br 3.341630 -0.323197 -0.489193 -0.1 0.2 -0.1 0.86
H 2.679300 -0.159408 1.804816 -1.3 0.3 0.0 0.10
H 1.986475 2.226787 0.918160 -0.2 0.1 -0.5 0.17
H -0.389587 2.368960 1.533998 0.2 0.5 0.5 0.11
H 0.290986 1.322471 2.808389 1.0 0.4 0.8 0.10
H -0.664420 0.742677 1.564307 0.5 -0.3 -0.4 0.09
H -1.181274 -2.443417 -0.719706 -0.1 -1.9 1.0 0.06
H -2.072712 -1.102265 -1.362236 2.2 -0.6 -0.4 0.17
H -0.519122 -1.916779 -2.252098 -0.9 -0.2 0.0 0.12
H 0.793049 2.231883 -1.166216 -0.1 -0.5 1.6 0.22
H 0.431569 -1.914272 2.290192 1.1 0.2 1.0 0.14
H -0.286366 -2.905991 1.195647 0.2 0.7 -0.5 0.17
H 0.271292 1.337999 -3.114884 -0.1 0.4 0.9 0.17
H -0.535328 -0.040704 -3.050167 -0.3 0.0 0.3 0.13

Entry 3:
23
Properties=species:S:1:pos:R:3:forces:R:3:lowdin_charge:R:1 method="wB97M-V/def2-TZVPD" multiplicity=1 homo_ev="-14.286 / -13.975" relative_energy_kj_mol=286.02 total_charge=+1 e_tot_ha=-3301.9152
C -0.433326 -0.451517 -0.023522 2.7 0.5 0.5 -0.62
C -1.149351 -3.439675 -0.198727 -1.4 0.8 0.9 -0.05
C 2.364386 2.742031 0.944852 -3.2 -0.4 -1.3 -0.17
C 1.767242 1.735476 -1.892830 -1.1 1.0 1.3 -0.15
C 0.076048 0.865554 0.654768 -2.2 -1.1 2.3 -0.24
C -2.060112 -2.173122 -0.162059 0.2 -0.5 -1.1 -0.12
O 0.197042 -0.748627 -1.006031 -0.6 -0.5 -1.1 0.02
O -1.340148 -1.119678 0.596752 -1.7 0.2 0.6 0.01
P 1.653875 1.348721 0.008085 1.6 -0.4 -2.4 1.02
Br 3.122728 -1.432358 0.505900 -0.7 1.5 -0.2 0.15
H -0.704391 -3.610912 -1.143013 0.9 0.2 -0.8 0.06
H -0.430331 -3.365602 0.637763 -0.3 -0.2 -0.6 0.10
H -1.808990 -4.286588 -0.046988 0.1 -0.3 0.3 0.07
H 1.620373 2.880881 1.720259 0.5 0.2 0.7 0.06
H 2.287702 3.590760 0.271183 0.3 0.2 -0.1 0.06
H 3.330173 2.517057 1.211247 2.2 -0.2 1.0 0.03
H 2.468620 1.089332 -2.420161 0.3 0.3 0.3 0.05
H 1.895214 2.891907 -2.062669 -0.1 -2.4 0.4 0.10
H 0.773821 1.382866 -2.209216 0.2 0.4 -0.1 0.04
H -0.829711 1.485434 0.475087 0.9 0.7 0.1 0.14
H 0.195775 0.783091 1.811617 -0.3 0.1 -1.9 0.15
H -3.040475 -2.461277 0.332768 1.4 1.1 -0.2 0.14
H -2.266910 -1.685840 -1.170176 0.2 -1.0 1.2 0.14

Entry 4:
25
Properties=species:S:1:pos:R:3:forces:R:3:lowdin_charge:R:1 method="wB97M-V/def2-TZVPD" multiplicity=1 homo_ev=-13.046 relative_energy_kj_mol=0.00 total_charge=+1 e_tot_ha=-1416.5310
C 0.555458 2.219209 -0.487509 0.6 0.3 0.8 -0.24
C 0.349838 0.964970 -1.329575 -1.5 -0.6 -1.2 -0.11
C -0.475237 2.495846 0.554624 -3.2 -0.6 0.9 -0.53
C 0.063301 -0.291068 -0.554102 -1.8 1.5 2.4 -0.31
C -0.811408 1.381898 1.541471 1.7 -2.3 -1.7 -0.78
C -0.989738 0.000519 0.623212 0.9 0.6 2.3 -0.26
N -1.196823 -1.001353 1.695476 0.8 -0.1 -1.7 0.05
N 1.766419 -3.502403 -1.668240 2.5 -0.2 0.6 0.29
O 0.362319 -1.432041 -0.829125 0.5 0.0 -0.1 0.03
O -1.759880 1.509979 2.519840 0.6 1.3 -1.8 0.00
Cl -2.193866 2.653184 -0.321796 1.4 0.7 0.6 0.61
Cl 0.827313 1.079898 2.396862 0.0 0.0 0.0 0.68
H 1.490726 2.077428 0.103747 -0.3 0.6 -0.7 0.11
H 0.509266 3.206859 -1.001946 0.8 -1.1 -0.5 0.14
H -0.698222 1.055403 -1.851961 1.9 0.0 0.3 0.15
H 1.162956 0.741656 -2.045914 -0.6 0.5 0.1 0.13
H -0.228128 3.380119 1.118513 -0.4 0.7 -0.2 0.12
H -1.894664 0.139895 0.088719 -1.0 0.2 -0.5 0.10
H -1.893255 -1.643684 1.378056 -0.8 -0.4 0.0 0.08
H -0.362808 -1.566769 1.653436 0.4 -0.3 0.7 0.06
H 1.039935 -3.839452 -2.244981 -1.5 -0.1 -0.9 0.12
H 2.166785 -4.351833 -1.245207 0.5 0.2 -0.5 0.16
H 2.488672 -3.002420 -2.306010 -1.5 -0.7 1.8 0.21
H 1.393634 -2.994778 -0.834070 0.0 0.8 -1.2 0.12
H -1.672593 0.718939 3.046481 -0.2 -0.9 0.4 0.08